# 1
{
  "formula": "C5H8N",
  "method": "ωB97M-V/def2-TZVPD",
  "relative_energy_kcal_mol": 110.5,
  "smiles": "C=C1C/[N+]1=C\\C",
  "total_charge": 1,
  "elements": ["C", "C", "C", "N", "C", "C", "H", "H", "H", "H", "H", "H", "H", "H"],
  "coordinates": [[-2.625, -0.268, -0.210], [-1.526, -0.494, 0.448], [-0.606, -0.649, 1.505], [-0.203, -0.086, 0.283], [0.753, 0.335, -0.606], [2.478, 0.563, -0.728], [-2.402, 0.111, -1.178], [-3.624, -0.416, 0.130], [-0.424, -0.091, 2.402], [-0.423, -1.657, 1.833], [0.225, 0.779, -1.484], [3.000, 0.299, 0.217], [2.665, -0.048, -1.547], [2.712, 1.623, -1.066]],
  "forces_ev_per_a": [[0.260, -0.093, -0.234], [-1.400, 2.009, -0.204], [0.792, -1.773, 3.376], [5.534, 0.712, -4.566], [-1.144, 0.668, 1.502], [-3.206, 1.333, 2.409], [-0.586, 0.352, -0.858], [-0.354, -0.324, 0.155], [-0.708, 1.153, 0.192], [0.865, -0.766, -0.748], [0.587, -0.743, 0.433], [-0.440, 0.070, -0.885], [0.609, -1.436, -1.278], [-0.808, -1.164, 0.705]]
}

# 2
{
  "formula": "C4H6MoN3O4S",
  "method": "ωB97M-V/def2-TZVPD",
  "total_charge": 3,
  "total_energy_ev": -29558.772,
  "elements": ["Mo", "N", "C", "C", "O", "N", "C", "C", "O", "O", "H", "H", "H", "H", "H", "H", "O", "S", "N"],
  "coordinates": [[0.010, -0.983, 0.662], [1.933, -0.327, -0.076], [1.708, 1.145, -0.388], [0.367, 1.315, -1.092], [0.080, 2.073, -1.934], [-0.590, 0.292, -0.589], [-1.916, 0.128, -1.172], [-2.249, -1.392, -1.074], [-3.041, -2.022, -1.612], [-1.281, -1.866, -0.063], [2.248, -0.784, -0.941], [2.761, -0.384, 0.532], [1.678, 1.734, 0.535], [2.509, 1.558, -1.007], [-2.686, 0.652, -0.586], [-2.015, 0.492, -2.199], [0.942, -0.670, 4.594], [-0.322, -0.426, 4.025], [-0.137, -0.535, 2.385]],
  "forces_ev_per_a": [[1.254, 0.872, -0.336], [0.077, 0.323, -0.134], [-0.082, 0.478, -0.238], [0.895, 0.454, -0.133], [-0.223, -0.160, 0.142], [-0.362, -0.611, 1.133], [-0.391, -0.133, 0.013], [-1.701, 1.393, -2.105], [0.495, -0.142, 0.543], [0.059, -1.903, 1.379], [-0.134, -0.129, -0.072], [-0.130, -0.097, 0.281], [0.052, -0.101, 0.066], [0.037, -0.154, -0.028], [0.063, 0.003, 0.041], [0.261, -0.090, -0.064], [0.092, 0.000, 0.284], [-0.055, 0.019, -0.989], [-0.207, -0.023, 0.219]]
}